Record 1
Below is one molecule with the formula C4H9NS, with properties calculated with the ωB97M-V functional and the def2-TZVPD basis.

Last columns: bonded neighbours and bond lengths (Å).
Element x y z (Å)
1 C 1.9894 -0.4273 0.6936  H5 1.185, H6 1.133, H7 1.102, S15 1.805
2 C -0.4443 0.6647 0.3003  C3 1.335, C4 1.542, S15 1.909
3 C -1.3424 1.6496 0.2194  C2 1.335, H8 1.114, H9 1.020
4 C -1.1667 -0.6412 0.6870  C2 1.542, H10 1.094, H11 1.184, N14 1.562
5 H 1.3653 -1.3177 1.1641  C1 1.185
6 H 2.3103 0.0231 1.6821  C1 1.133
7 H 2.9516 -0.9084 0.4561  C1 1.102
8 H -2.4422 1.5686 0.3771  C3 1.114
9 H -0.9921 2.5598 -0.0782  C3 1.020
10 H -1.9305 -0.4320 1.4421  C4 1.094
11 H -0.5210 -1.5309 1.1255  C4 1.184
12 H -1.9283 -0.9395 -1.3299  N14 0.975
13 H -0.5089 -1.8290 -0.8377  N14 1.137
14 N -1.5533 -1.4522 -0.5907  C4 1.562, H12 0.975, H13 1.137
15 S 1.1470 0.3435 -0.7042  C1 1.805, C2 1.909

DFT total energy	-610.63375	Ha
Kohn-Sham gap	9.62	eV
largest force on an atom	5.324	eV Å⁻¹
SMILES	C=C(CN)SC
energy relative to the best compared isomer or geometry (same formula, charge and spin)	75.3	kcal/mol
charge	0
HOMO energy	-0.3311	Ha

Results of the Löwdin charge analysis, in e, for atoms 1 through 8: -0.49, -0.52, -0.01, -0.31, 0.05, 0.06, 0.02, 0.09



Record 2
Below is one molecule with the formula C4H9NS, with properties calculated with the ωB97M-V functional and the def2-TZVPD basis.

Last columns: bonded neighbours and bond lengths (Å).
Element x y z (Å)
1 C 1.8989 0.1697 0.3419  H5 1.261, H6 1.190, H7 1.064, N14 1.461
2 C -0.5011 0.1448 -0.1037  C3 1.468, C4 1.496, H9 1.129, N14 1.508
3 C -1.4482 -0.0029 -1.2162  C2 1.468, H10 1.159, H11 1.094, H12 1.149
4 C -0.9530 -0.4576 1.1890  C2 1.496, H13 1.163, S15 1.689
5 H 1.8729 1.3323 0.8306  C1 1.261
6 H 1.9077 -0.4774 1.3403  C1 1.190
7 H 2.8738 -0.0543 -0.0213  C1 1.064
8 H 1.1264 -0.0167 -1.5481  N14 1.041
9 H -0.4855 1.2283 0.2140  C2 1.129
10 H -2.4979 0.4553 -1.0385  C3 1.159
11 H -0.9179 0.4209 -2.0743  C3 1.094
12 H -1.5614 -1.1459 -1.1782  C3 1.149
13 H -0.2853 -1.3940 1.3602  C4 1.163
14 N 0.8626 -0.2899 -0.5792  C1 1.461, C2 1.508, H8 1.041
15 S -1.8919 0.0875 2.4835  C4 1.689

DFT total energy	-610.65432	Ha
Kohn-Sham gap	8.32	eV
largest force on an atom	3.954	eV Å⁻¹
SMILES	CN[C@@H](C)C=S
energy relative to the best compared isomer or geometry (same formula, charge and spin)	62.4	kcal/mol
charge	0
HOMO energy	-0.3234	Ha

Results of the Löwdin charge analysis, in e, for atoms 1 through 8: -0.18, -0.57, -0.08, -0.60, 0.14, 0.10, 0.04, 0.12



Record 3
Below is a 2-piece molecular cluster, C4H9O overall, with properties calculated with the ωB97M-V functional and the def2-TZVPD basis.

Last columns: bonded neighbours and bond lengths (Å).
Element x y z (Å)
1 C 2.3116 1.0848 0.1482  O2 1.361, H3 1.136, H4 1.106, H5 1.094
2 O 1.9995 1.1528 -1.1744  C1 1.361
3 H 1.7580 0.1841 0.5624  C1 1.136
4 H 2.1991 1.9632 0.8105  C1 1.106
5 H 3.3593 0.9463 0.4291  C1 1.094
6 C -1.3045 0.4278 0.5274  C7 1.545, H9 1.068, H10 1.034, H11 1.068
7 C -1.0280 -0.5577 -0.6297  C6 1.545, C8 1.401, H12 1.102
8 C -1.3450 -1.9198 -0.5421  C7 1.401, H13 1.081, H14 1.107
9 H -1.6061 1.4040 0.2157  C6 1.068
10 H -0.6027 0.3734 1.2846  C6 1.034
11 H -2.1515 -0.1008 0.9053  C6 1.068
12 H -0.4850 -0.1089 -1.4770  C7 1.102
13 H -1.0871 -2.6070 -1.3358  C8 1.081
14 H -2.0175 -2.2420 0.2759  C8 1.107

DFT total energy	-232.95413	Ha
Kohn-Sham gap	5.90	eV
largest force on an atom	3.799	eV Å⁻¹
energy relative to the best compared isomer or geometry (same formula, charge and spin)	40.7	kcal/mol
charge	-1
HOMO energy	-0.0694	Ha

Results of the Löwdin charge analysis, in e, for atoms 1 through 8: -0.52, -0.46, 0.03, 0.01, 0.00, -0.10, -0.19, -0.04